[1]
This record from OMol25 describes a 10-piece molecular cluster, C43H71N3O7 overall in a non-equilibrium geometry. The level of theory is the ωB97M-V functional and the def2-TZVPD basis.

energy relative to the best compared isomer or geometry (same formula, charge and spin) = 374.3 kJ/mol
maximum force = 3.91 eV/A
HOMO energy = -9.33 eV
SMILES string = c1ccncc1.c1ccncc1.c1ccncc1.C1CCOC1.C1CCOC1.C1CCOC1.C1CCOC1.C1CCOC1.C1CCOC1.C1CCOC1

Structure (XYZ):
```
124
Properties=species:S:1:pos:R:3:forces:R:3
C -1.289760 -2.145384 5.724005 -0.819 0.716 0.729
C -0.419370 -2.367484 4.475375 -0.796 0.689 -0.096
C 0.463640 -3.519044 4.858205 1.083 -0.053 1.327
O 0.343550 -3.654394 6.275585 0.271 -0.708 0.558
C -0.386320 -2.586034 6.878205 0.429 -1.266 -0.904
H -2.243720 -2.668164 5.655035 0.272 -0.727 0.183
H -1.655340 -1.136424 5.914915 0.445 0.420 -0.448
H 0.175600 -1.471544 4.298205 0.140 -0.002 -0.104
H -1.001500 -2.561024 3.574395 -0.127 0.027 0.059
H 1.508630 -3.250454 4.703485 0.165 -0.183 -0.558
H 0.277600 -4.518524 4.465115 -0.278 0.253 -0.434
H 0.326090 -1.839884 7.230105 -0.083 0.544 -0.222
H -0.799920 -3.051854 7.772655 -0.645 0.329 -0.132
C 4.165680 0.540496 5.655065 -0.517 -1.860 0.733
C 5.115360 0.587856 4.535345 -0.115 0.534 -2.049
C 4.090760 0.564736 3.324555 2.022 -0.210 1.679
O 3.107650 -0.329414 3.817545 -0.866 -0.870 -1.733
C 3.280040 -0.655734 5.175085 -0.140 2.105 0.667
H 3.495570 1.400056 5.669675 0.344 0.176 0.798
H 4.714340 0.184126 6.526885 -0.496 0.920 0.711
H 5.656390 -0.350964 4.653715 0.357 -0.072 -0.814
H 5.829290 1.405996 4.440215 -0.176 0.109 0.253
H 4.619460 0.271056 2.417735 -0.467 -0.560 -0.173
H 3.682360 1.559556 3.146635 -0.183 0.059 0.157
H 3.674140 -1.652724 5.372085 0.313 -0.041 -0.256
H 2.308980 -0.555074 5.659865 -0.181 -0.359 0.006
C -0.888250 -5.728524 -0.974315 0.593 -2.123 2.232
C -0.811760 -4.507564 -1.744595 0.063 0.909 -0.877
C -2.031440 -3.717344 -1.196935 1.151 -1.746 -0.558
O -2.948430 -4.717104 -0.731975 -0.631 -0.195 -0.045
C -2.374400 -6.022324 -0.867585 0.190 -0.185 0.015
H -0.461930 -5.500524 0.002595 -0.435 -0.204 0.621
H -0.272500 -6.572984 -1.283885 -0.169 -0.005 -0.557
H -0.853490 -4.914574 -2.754895 -0.245 1.239 -0.650
H 0.097560 -3.943244 -1.537765 0.108 -0.046 -0.484
H -2.414430 -3.120724 -2.024865 -0.534 0.416 0.604
H -1.655620 -3.217954 -0.303915 -0.335 0.804 -0.266
H -2.838880 -6.578684 -1.681725 0.322 0.450 -0.949
H -2.605460 -6.741374 -0.081665 -0.078 0.772 0.937
C 1.900970 2.080086 -5.962015 -1.499 -0.614 -0.563
C 1.008260 2.493666 -4.776365 0.652 -0.574 -1.019
C 2.063960 2.681526 -3.719935 -0.268 -0.038 0.682
O 3.252540 3.102086 -4.376445 0.528 0.674 -0.402
C 3.140150 2.935506 -5.793085 -1.336 -1.172 0.306
H 1.370350 2.199656 -6.906605 0.117 0.504 -0.195
H 2.117570 1.012066 -5.984515 0.219 -0.045 0.637
H 0.218110 1.778926 -4.546345 0.115 -0.044 0.102
H 0.558680 3.454636 -5.026405 -0.150 0.083 0.122
H 2.339020 1.799066 -3.142275 -0.488 -0.205 -0.064
H 1.663630 3.432796 -3.039185 0.623 0.325 0.348
H 3.923850 2.289036 -6.188025 0.725 0.924 0.028
H 2.938830 3.877906 -6.302455 0.769 0.195 -0.008
C -6.243910 -0.140444 0.368615 -0.274 1.093 -0.493
C -5.107830 -1.034974 0.040005 1.294 -1.655 1.108
C -5.802200 -2.206574 -0.640205 1.295 1.190 0.254
O -6.753860 -1.503684 -1.367455 -2.713 -0.853 -2.680
C -7.015430 -0.179944 -0.993145 1.855 0.513 3.219
H -5.881060 0.853706 0.629595 -0.306 0.098 0.121
H -6.894890 -0.546344 1.142925 0.170 -0.012 0.191
H -4.574710 -1.413094 0.912315 0.238 0.240 0.189
H -4.385850 -0.563564 -0.626795 -0.063 0.124 -0.102
H -6.182500 -2.929974 0.081005 -0.523 0.061 0.090
H -5.149450 -2.755684 -1.318805 -0.042 0.007 -0.133
H -8.024830 0.101516 -0.693155 -0.432 -0.550 -1.029
H -6.515140 0.580176 -1.593165 -0.380 -0.219 -0.752
C -2.700510 4.449496 -1.852555 0.173 1.873 0.634
C -3.037600 3.718866 -3.108275 1.287 -0.595 -0.273
C -3.533400 2.378866 -2.572265 0.301 0.039 -2.029
O -4.135210 2.632316 -1.377295 -2.103 1.317 1.479
C -3.331180 3.636266 -0.703485 0.539 -0.955 -0.618
H -3.089020 5.458626 -1.989665 -0.397 0.114 0.675
H -1.636060 4.658656 -1.746345 0.154 -0.570 0.269
H -2.172550 3.638236 -3.766525 0.076 -0.243 -0.045
H -3.790580 4.239546 -3.699895 -0.294 -0.252 0.222
H -2.823600 1.587036 -2.332955 0.813 -0.018 -0.921
H -4.178240 2.128536 -3.414655 -0.743 -1.213 0.711
H -2.598560 3.018456 -0.184185 0.492 0.471 0.263
H -3.886540 4.183026 0.058575 -0.270 -0.095 -0.361
C -1.610520 1.329436 3.850125 0.224 1.330 0.539
C -0.347210 2.047146 3.300865 1.127 -1.859 0.466
C -0.760890 3.106496 2.334785 -0.774 -0.142 1.628
O -2.189060 3.019756 2.378845 -1.788 1.181 -0.729
C -2.749250 1.830856 2.964295 2.828 -1.665 -0.979
H -1.910230 1.757056 4.806895 0.754 -0.470 0.577
H -1.463050 0.250156 3.888785 -0.295 0.116 0.125
H 0.275530 1.351426 2.738485 0.042 -0.422 0.258
H 0.291060 2.409806 4.106585 -0.120 0.119 0.042
H -0.276170 2.980936 1.366605 -0.636 -0.115 -0.385
H -0.419040 4.050056 2.760135 -0.516 0.464 -0.387
H -2.808240 1.030326 2.226885 -0.742 0.279 -0.761
H -3.675730 1.847136 3.538295 -0.047 1.153 -0.442
N 1.963760 -1.386394 -4.621615 -1.975 -1.373 0.065
C 2.233890 -1.929574 -5.845585 -0.492 2.785 2.429
C 1.262950 -2.526454 -6.584415 -0.045 -1.510 -1.369
C 0.051920 -2.873004 -6.037575 -0.835 0.564 1.665
C -0.258210 -2.439374 -4.727895 1.138 0.521 -0.644
C 0.697590 -1.642464 -4.073015 2.420 -0.816 -1.412
H 3.196860 -1.599954 -6.206765 0.165 -0.502 -0.369
H 1.499070 -2.844624 -7.589115 0.008 -0.062 -0.151
H -0.693810 -3.470224 -6.541165 0.129 0.043 -0.370
H -1.207610 -2.705354 -4.287115 0.026 0.074 0.183
H 0.655510 -1.337044 -3.037955 -0.537 0.306 0.006
N 1.539270 0.638446 -1.064985 1.288 0.067 0.387
C 0.228960 0.774036 -1.138565 -0.412 -0.984 1.092
C -0.629770 0.121646 -0.235485 0.513 -1.043 -1.162
C -0.068550 -0.715244 0.720185 0.822 0.312 0.901
C 1.323350 -0.771684 0.907135 -0.458 0.973 -1.851
C 2.091530 -0.095044 -0.076715 -1.421 -0.212 1.289
H -0.197120 1.344586 -1.950545 0.142 0.222 -0.183
H -1.655280 -0.017214 -0.544435 -0.419 0.532 0.518
H -0.648350 -1.284274 1.431825 -0.504 -0.037 -0.157
H 1.764480 -1.326284 1.722135 0.144 0.019 -0.042
H 3.161940 -0.136164 0.060925 0.254 0.190 -0.625
N 5.959500 2.901856 1.486325 -3.225 0.064 -1.475
C 7.077920 2.808156 0.808245 0.600 -0.320 0.272
C 7.170010 2.643056 -0.561425 -2.221 -0.279 -0.561
C 5.918020 2.500676 -1.246615 2.591 -0.157 -0.606
C 4.706160 2.509326 -0.606725 0.324 0.198 0.828
C 4.768360 2.793806 0.738505 1.853 0.354 2.084
H 7.951340 2.823656 1.443305 0.419 0.110 -0.127
H 8.142280 2.548126 -1.021935 -0.163 0.131 -0.305
H 5.914330 2.367806 -2.318405 0.146 -0.122 -0.159
H 3.793070 2.275456 -1.133955 -0.174 0.291 0.041
H 3.898030 2.996256 1.345075 -0.259 -0.284 -0.065
```
Positions in Å, forces in eV/Å.

[2]
This record from OMol25 describes C24H26FeN4Si as an isolated structure in a non-equilibrium geometry. The level of theory is the ωB97M-V functional and the def2-TZVPD basis.

multiplicity = 6
energy relative to the best compared isomer or geometry (same formula, charge and spin) = 177.7 kJ/mol
maximum force = 4.91 eV/A
total charge = +1
HOMO energy (spin up / spin down) = -8.09 / -11.23 eV

Structure (XYZ):
```
56
Properties=species:S:1:pos:R:3:forces:R:3
C 0.051277 2.093628 3.297763 -0.365 2.208 0.043
C 0.359018 2.407953 1.937107 -0.600 1.595 0.873
C -0.863823 2.295477 1.180362 -0.173 0.888 0.428
H 1.316701 2.782288 1.598530 -0.162 -0.197 -0.157
C -1.904440 1.858817 2.085439 0.121 1.781 0.152
C -1.319983 1.734973 3.389753 -0.204 1.310 0.302
H -1.834712 1.506279 4.312304 0.005 -0.140 -0.131
H 0.705873 2.214841 4.143548 0.165 -0.273 -0.041
H -0.988966 2.570290 0.142230 0.103 -0.188 0.127
H -2.959502 1.741100 1.874527 0.207 -0.109 -0.161
Fe -0.389128 0.503154 2.033498 1.343 -1.282 -2.977
C 1.877578 -0.812546 0.107662 1.433 0.985 1.687
H 1.030856 -0.228312 -0.509549 1.207 -0.517 1.160
H 1.762549 -0.336159 1.115049 0.344 -0.375 -0.803
H 2.911265 -0.605315 -0.250397 -0.873 0.045 -0.010
Si 0.117639 -0.428742 -1.877731 -0.620 -0.375 -0.394
C 1.564596 -0.595581 -3.007305 0.217 -0.002 -0.055
C 2.395087 0.530081 -3.207156 0.165 -0.587 -0.386
H 2.179645 1.482853 -2.703097 0.054 -0.438 -0.235
C 3.505023 0.422894 -4.052278 -0.306 0.017 0.373
H 4.150468 1.292814 -4.181602 -0.083 -0.321 -0.075
C 3.776728 -0.790419 -4.693547 -0.296 0.132 0.193
H 4.661100 -0.866561 -5.318053 -0.181 -0.060 -0.040
C 2.933175 -1.891041 -4.515264 0.162 -0.004 0.174
H 3.142494 -2.818571 -5.043071 0.014 0.136 0.119
C 1.844741 -1.817620 -3.640174 0.378 0.647 -0.224
H 1.212973 -2.689237 -3.451368 0.188 0.272 -0.169
C -1.070114 0.792373 -2.484171 -0.614 -0.256 -0.522
C -0.932632 1.063966 -3.853803 -0.555 0.480 0.246
H -0.078336 0.688817 -4.419613 -0.331 0.084 0.171
C -1.913869 1.808047 -4.488159 -0.124 0.236 -0.174
H -1.821206 1.986262 -5.547030 -0.077 0.106 -0.195
C -3.000248 2.320591 -3.783491 0.222 0.001 0.216
H -3.755394 2.927702 -4.287600 0.258 -0.229 0.168
C -3.098844 2.071135 -2.413193 -0.266 -0.023 0.186
H -3.923744 2.483618 -1.846052 -0.110 0.028 -0.086
C -2.170816 1.275614 -1.752017 0.337 0.049 -0.877
H -2.287397 1.025736 -0.694088 0.005 0.087 -0.378
H -0.443697 -1.753851 -1.513863 -0.095 0.008 -0.112
H 1.765206 -1.879685 0.241781 -0.445 -0.242 -0.327
N 0.888487 -2.155107 4.645579 -0.474 -0.018 -0.428
C 1.976302 -1.330566 4.937258 -0.752 -0.485 -0.203
C 1.936732 -0.305665 4.040221 -0.723 -0.753 -0.501
N 0.848729 -0.478139 3.184970 0.978 -3.026 2.508
C 0.220928 -1.628538 3.578274 2.445 1.989 0.633
C -1.056393 -1.876543 2.988170 -2.424 0.264 -1.097
N -1.546857 -0.965584 2.080141 -1.206 -4.420 1.753
C -2.879283 -1.289707 1.880091 1.093 -0.545 0.246
C -3.191601 -2.393869 2.624048 0.408 0.134 0.145
N -2.043727 -2.755348 3.329339 0.404 0.535 -0.212
H 0.584149 -2.990139 5.144320 0.470 0.453 -0.096
H 2.646490 -1.554479 5.752121 -0.048 0.015 -0.126
H 2.638053 0.508722 3.959554 -0.174 0.041 -0.139
H -3.458758 -0.717370 1.178137 -0.210 -0.107 0.056
H -4.110845 -2.943495 2.713726 0.010 -0.046 0.032
H -1.959567 -3.491839 4.038150 -0.248 0.496 -0.662
```
Positions in Å, forces in eV/Å.

[3]
This record from OMol25 describes C17H34NiO2P2 as an isolated structure in a non-equilibrium geometry. The level of theory is the ωB97M-V functional and the def2-TZVPD basis.

multiplicity = 3
energy relative to the best compared isomer or geometry (same formula, charge and spin) = 178.7 kJ/mol
maximum force = 3.44 eV/A
HOMO energy (spin up / spin down) = -4.29 / -7.16 eV

Structure (XYZ):
```
56
Properties=species:S:1:pos:R:3:forces:R:3
P 0.025125 -1.696882 1.507261 -0.806 -0.611 -1.812
P -0.203783 1.387623 1.619672 0.483 0.361 -1.084
C -0.264116 -0.821789 -0.098628 0.186 -0.800 -0.186
C 0.187933 0.638928 -0.022273 -0.145 0.861 -0.287
H -1.339447 -0.896039 -0.308181 0.148 0.062 0.021
H 0.259208 -1.365957 -0.894542 -0.211 0.331 -0.092
H 1.276412 0.722088 -0.141359 -0.135 -0.034 -0.039
H -0.282699 1.238480 -0.810443 0.254 -0.259 -0.119
C -1.907586 2.005593 1.521733 0.002 0.381 -0.171
H -2.132201 2.524671 2.463453 0.030 -0.182 -0.260
H -2.597807 1.156878 1.432275 0.154 0.186 -0.028
H -2.029245 2.683300 0.662824 -0.062 -0.179 0.236
C 0.886245 2.797842 1.913021 0.034 0.749 -0.598
H 0.863086 3.490645 1.057410 0.140 -0.005 0.317
H 1.913203 2.440498 2.068443 -0.304 0.096 -0.132
H 0.563737 3.329850 2.820861 0.045 -0.241 -0.287
C -1.078876 -3.134589 1.552556 0.062 -0.479 -0.496
H -0.804013 -3.753883 2.417657 -0.154 0.178 -0.269
H -0.999305 -3.729485 0.632338 -0.104 -0.061 0.218
H -2.115078 -2.790665 1.674507 0.328 -0.086 -0.008
C 1.717146 -2.351809 1.366408 -0.133 -0.154 0.041
H 2.427013 -1.519264 1.436649 -0.069 -0.193 -0.034
H 1.841914 -2.875312 0.411193 0.085 0.069 0.181
H 1.892677 -3.045630 2.197810 0.057 0.188 -0.178
Ni -0.128439 -0.213741 2.967267 0.055 1.275 3.199
C 0.404140 1.541065 -3.660825 -0.261 0.284 0.216
C -0.910101 1.592542 -3.420899 0.390 0.334 -0.367
C -1.970124 0.820888 -4.154167 -0.168 -0.354 0.023
C -1.549468 -0.544319 -4.753223 -0.581 0.037 -0.281
C -0.872919 -1.487572 -3.798452 0.297 -0.301 0.214
C 0.434093 -1.559347 -3.522927 -0.452 -0.333 -0.400
C 1.515812 -0.732722 -4.155335 0.192 0.358 0.028
C 1.110171 0.673016 -4.664795 0.575 -0.013 -0.245
C -0.119076 -1.555215 4.340983 0.634 -0.933 1.246
H 1.083944 2.221308 -3.132882 -0.429 -0.240 0.121
H -1.303829 2.320532 -2.702217 0.295 -0.211 -0.138
H -2.378327 1.430974 -4.977851 0.093 -0.055 0.263
H -2.811008 0.654276 -3.465008 0.147 0.018 -0.123
H -2.485733 -1.042279 -5.054261 0.287 0.207 -0.117
H -0.970800 -0.387207 -5.671118 -0.249 -0.202 0.319
H -1.567278 -2.206042 -3.345927 0.428 0.220 0.149
H 0.802487 -2.344632 -2.852286 -0.282 0.228 -0.164
H 1.956579 -1.278525 -5.007211 -0.102 0.042 0.263
H 2.331935 -0.616176 -3.426154 -0.155 -0.011 -0.128
H 2.053169 1.192412 -4.900745 -0.276 -0.197 -0.142
H 0.557541 0.584284 -5.607359 0.244 0.175 0.337
H 0.538623 -1.219683 5.154075 -0.277 -0.425 0.163
H 0.141132 -2.584745 4.055097 -0.046 0.034 0.371
H -1.165166 -1.526314 4.689731 0.232 -0.094 0.022
C 1.924136 1.367349 5.090850 -1.263 -0.182 -0.234
O 0.523476 1.762064 5.257448 0.991 0.643 0.832
C -0.449160 1.266442 4.444545 -0.536 -1.077 -1.004
O -1.607210 1.613593 4.616326 0.684 0.383 0.541
H 2.491841 1.963043 5.815476 -0.213 -0.196 -0.269
H 2.278919 1.567570 4.066794 -0.135 0.034 0.347
H 2.041090 0.292056 5.294420 -0.004 0.378 0.021
```
Positions in Å, forces in eV/Å.

[4]
This record from OMol25 describes C2H2IrLiO2 as an isolated structure in a non-equilibrium geometry. The level of theory is the ωB97M-V functional and the def2-TZVPD basis.

multiplicity = 5
energy relative to the best compared isomer or geometry (same formula, charge and spin) = 403.2 kJ/mol
maximum force = 7.06 eV/A
total charge = +2
HOMO energy (spin up / spin down) = -19.94 / -20.79 eV

Structure (XYZ):
```
8
Properties=species:S:1:pos:R:3:forces:R:3
C 0.241283 0.591429 0.577030 -1.434 -0.037 1.889
C -0.786196 -0.225262 0.042704 -0.548 -0.657 -7.013
O -0.355384 -0.986829 -0.995533 -1.045 1.246 3.034
O 1.502335 0.341558 0.290077 -0.798 0.581 1.760
H -1.844524 0.088125 0.030766 0.164 -0.378 0.555
Ir 0.928572 1.320236 -1.379146 -0.244 0.063 -1.013
Li 1.105848 -1.538359 0.004741 0.880 -1.440 -0.168
H -0.791934 0.409101 1.429359 3.025 0.622 0.955
```
Positions in Å, forces in eV/Å.

- Among the records above, which one has the lowest maximum force?
  C17H34NiO2P2